A molecular structure, C26H28N12O5Ru, computed with ωB97M-V/def2-TZVPD.

Positions of all 72 atoms, in Å:
O  -1.642929  -3.853203  4.879797
H  1.756710  -0.907003  2.013611
H  2.745799  2.119466  5.646681
C  -3.896718  -3.590424  4.255329
C  2.628471  4.087360  4.783186
C  -1.473847  3.406544  2.698782
N  -0.111369  2.505914  -0.922263
N  -2.434192  -2.277439  -0.646234
C  0.287315  2.867401  0.518065
N  -1.372544  0.122990  -2.973700
H  0.482133  -2.981476  -0.932472
H  3.283871  -0.588687  -1.336328
H  3.089383  -1.964231  1.545711
C  2.405572  4.701327  2.448075
C  -1.002998  4.480854  1.864793
C  2.859780  3.841018  3.432014
N  0.292952  3.002327  -2.040648
O  0.896456  -0.354068  -0.464251
C  1.445278  6.097237  4.136612
H  2.785287  3.430078  6.827821
H  1.180829  7.696700  2.061370
H  0.863697  6.968495  4.417385
C  -0.152482  4.256185  0.855276
C  1.928377  5.239444  5.115097
C  -4.533156  -1.920219  2.637668
H  1.728442  5.461280  6.157390
C  -3.203483  -1.565784  2.501083
H  -4.145301  -4.386560  4.946048
H  3.470327  -2.330395  -1.043493
C  -1.823919  -0.974404  -2.230423
H  4.208710  3.077234  5.846512
H  1.382891  2.811669  0.451311
N  -0.246159  1.829466  1.362248
H  -0.781773  -3.393510  4.666731
C  -2.557172  -3.219487  4.131201
H  -5.291861  -1.426173  2.045938
C  3.117863  3.127856  5.834772
O  0.900199  7.462318  -0.286469
C  -0.784469  1.205367  -2.402424
H  3.123831  -0.251304  1.084428
H  -2.926345  -0.797031  1.793534
H  -5.904976  -3.244375  3.625560
N  -2.689559  -2.839979  -1.767480
H  3.406047  2.951164  3.138131
C  0.849753  6.526751  0.494592
Ru  -0.719317  0.093160  0.446787
H  -1.242013  -0.028075  -3.959158
O  -0.447718  -0.909605  2.237176
H  1.654181  -3.571956  0.257668
C  2.747182  -1.533473  -1.230058
C  0.972004  -2.753948  0.017027
C  -0.759310  -1.784082  3.107059
O  0.072595  -2.277869  3.891001
C  2.474431  -1.120202  1.224646
C  -2.198831  -2.196277  3.232066
H  2.222785  -1.745797  -2.164064
C  -4.869322  -2.943446  3.517539
H  0.438844  5.185388  -0.916348
H  0.209293  -2.709822  0.791928
N  -0.136042  2.211400  -3.016585
N  -0.808205  1.392960  -1.100576
H  2.622487  4.495576  1.408451
C  1.667556  5.829461  2.792245
N  1.136016  6.717341  1.834479
C  -1.062825  2.152512  2.412590
H  -2.095745  3.598942  3.559522
N  -2.319469  -2.040698  -2.804998
C  1.746370  -1.441435  -0.080703
N  0.491959  5.263145  0.089752
H  -1.282659  5.501910  2.095737
H  -1.350521  1.301121  3.017473
N  -1.878048  -1.063583  -0.890793

Atomic forces in eV per Å
O -0.05 -0.03 0.02
H 0.04 -0.03 0.01
H 0.00 0.01 0.00
C -0.01 -0.01 0.02
C -0.01 -0.02 0.00
C 0.00 0.16 0.03
N -0.22 -0.10 -0.17
N 0.07 0.11 -0.22
C 0.03 0.00 0.18
N 0.14 -0.11 0.13
H 0.00 0.03 0.00
H -0.01 -0.02 -0.01
H 0.01 0.00 -0.05
C 0.03 0.02 -0.02
C -0.07 -0.03 0.09
C 0.01 -0.02 -0.02
N -0.05 0.03 -0.20
O 0.04 -0.03 0.07
C -0.04 -0.02 0.02
H 0.00 0.00 -0.01
H 0.07 0.03 -0.04
H 0.01 -0.01 -0.01
C 0.22 -0.05 0.00
C -0.01 0.01 -0.01
C 0.06 0.02 -0.06
H 0.01 0.00 -0.01
C 0.01 -0.16 0.09
H 0.00 0.01 -0.01
H 0.00 0.00 0.01
C -0.17 0.09 0.11
H -0.01 0.00 0.00
H -0.03 -0.08 -0.03
N -0.07 0.01 0.06
H 0.05 0.02 0.02
C 0.01 0.08 -0.06
H -0.01 0.00 0.01
C 0.00 0.01 -0.01
O 0.01 -0.04 0.02
C -0.13 0.02 -0.12
H -0.02 0.00 -0.02
H -0.01 0.06 -0.02
H 0.01 0.01 0.00
N 0.01 0.07 -0.09
H -0.01 0.01 0.01
C -0.06 -0.02 0.06
Ru -0.30 0.14 -0.50
H -0.01 -0.01 0.00
O 0.07 0.00 0.04
H 0.01 0.00 0.00
C 0.01 0.01 -0.04
C -0.05 0.03 -0.01
C -0.35 -0.03 -0.02
O 0.02 0.00 -0.11
C -0.02 0.05 -0.02
C -0.02 0.04 0.03
H 0.03 0.01 0.01
C -0.01 -0.03 0.02
H -0.04 0.02 -0.04
H 0.03 -0.01 -0.01
N 0.02 0.09 0.12
N 0.23 -0.24 0.48
H -0.02 0.01 -0.01
C -0.06 -0.08 0.05
N 0.01 0.10 -0.02
C 0.23 0.06 -0.22
H 0.00 0.02 -0.03
N -0.08 -0.12 0.02
C 0.03 0.05 0.08
N -0.02 -0.05 0.01
H 0.00 0.00 0.00
H -0.01 -0.05 0.00
N 0.46 -0.03 0.39

Results
total charge: -1
E_tot: -58119.145 eV
orbital gap (alpha / beta): 0.2720 / 0.2640 hartree
HOMO energy (alpha / beta): -0.189 / -0.194 hartree
relative energy (zero: lowest compared OMol25 entry of this formula, charge and spin): 114.54 kJ/mol
⟨S²⟩: 0.7568
max |F|: 0.60 eV Å⁻¹
2S+1: 2

Atomic partial charges in e from the Mulliken method, atoms 1 to 5: number 1, O, carries -0.708; number 2, H, carries 0.216; number 3, H, carries 0.300; number 4, C, carries -0.715; number 5, C, carries 0.689

=====

A molecular structure, C26H28N12O5Ru, computed with ωB97M-V/def2-TZVPD.

Positions of all 72 atoms, in Å:
C  3.030634  4.461913  -4.133097
H  -5.313313  -1.461605  -2.334620
H  1.178582  -1.013575  4.113767
N  -3.645446  -3.357151  -2.952935
H  1.884976  -3.993365  -0.697033
C  2.212712  4.093907  -1.892453
H  -0.063563  3.146156  -4.190526
C  -1.525802  -1.237161  4.155440
H  -0.524382  -4.034562  -0.193275
C  1.558311  -4.013772  0.332752
H  3.217196  4.815519  -0.289934
H  -1.225519  1.331861  -0.226426
C  0.894132  1.667955  -0.154364
N  2.468441  4.173336  -0.522122
C  1.706984  3.757378  -6.158048
C  3.201286  4.547231  -2.765391
H  2.760914  -4.316732  3.484302
N  -0.204708  -0.307356  -0.978775
N  -1.747873  -3.557295  -1.970285
H  3.053915  1.667673  -0.242353
H  -0.723727  1.727079  2.590848
C  2.183043  -0.139314  -1.048607
Ru  -1.410608  -1.662366  0.330443
H  1.315735  0.463554  3.154333
H  -2.430609  -1.554746  3.637172
H  -2.270958  0.885835  2.379107
H  1.198149  2.823128  -6.383466
O  -2.445722  -3.364585  1.443605
N  0.739941  2.914767  0.466194
C  -0.688484  -0.340144  3.220163
C  0.689361  -0.075155  3.863210
C  1.629835  3.951168  0.555833
H  3.535875  -4.122762  1.149645
C  2.149678  1.127559  -0.466293
H  3.127206  -0.594951  -1.307670
C  2.476736  -4.107502  1.365448
C  1.873900  3.917917  -4.677613
H  -0.694415  -4.463474  4.226589
H  0.192825  3.363317  -1.798130
O  -2.099357  -4.455072  3.349773
H  0.991104  -1.787138  -1.775228
N  -3.314271  -0.329214  0.010120
H  2.672897  3.757723  -6.655300
C  -4.317271  -0.439076  -0.886619
N  -4.587307  1.377005  0.132577
H  0.571856  0.522419  4.763247
O  0.301486  -4.371689  4.259948
C  2.053357  -4.212932  2.676149
N  -3.529163  0.828948  0.616753
H  -1.804538  -0.684542  5.047188
N  -2.335746  -2.502838  -1.411411
C  1.011067  -0.815672  -1.292710
C  -3.529272  -2.400409  -2.034123
C  1.015176  3.635944  -2.435097
C  0.199057  -3.967422  0.619623
C  -0.237520  -4.053100  1.943496
C  0.866556  3.533567  -3.803489
C  -1.410682  1.013409  3.037172
O  1.695402  4.660843  1.540005
H  -1.735981  1.403769  3.997450
H  -0.959101  -2.115875  4.447587
H  4.112559  4.972522  -2.364222
H  3.815987  4.817265  -4.786517
O  -0.523149  -0.939784  2.006287
H  -0.022254  2.972403  1.131156
H  1.110027  4.569029  -6.572408
N  -2.521308  -4.040049  -2.874511
N  -5.121871  0.620854  -0.807197
C  0.690951  -4.214398  2.983066
C  -0.240913  0.932447  -0.443294
C  -1.714260  -3.958908  2.279311
N  -4.468750  -1.449711  -1.784217

Atomic forces in eV per Å
C -0.10 -0.08 -0.02
H 0.17 -0.01 0.05
H 0.07 -0.13 0.03
N -0.94 1.10 0.33
H 0.06 -0.01 -0.08
C -0.22 0.03 -0.53
H -0.12 -0.07 -0.09
C 0.11 0.22 -0.46
H 0.04 0.15 0.03
C -0.06 0.20 -0.19
H -0.29 -0.09 0.16
H -0.07 -0.10 0.18
C 1.00 -0.02 -0.37
N 0.47 0.13 0.25
C -0.05 0.07 0.01
C 0.01 -0.08 0.18
H 0.08 0.00 0.11
N 0.67 0.21 1.43
N 0.72 -0.66 -0.48
H 0.11 0.05 0.03
H 0.14 0.20 -0.10
C 0.19 0.61 -0.06
Ru -3.10 0.42 0.53
H 0.10 0.11 -0.05
H -0.06 -0.02 0.04
H 0.07 0.12 0.17
H -0.02 -0.06 -0.09
O -0.24 2.07 -1.32
N -0.64 -0.22 0.09
C -0.80 1.05 1.30
C -0.33 -0.29 -0.42
C 0.25 0.45 0.18
H 0.08 -0.02 -0.03
C -0.91 -0.49 0.04
H 0.02 -0.03 -0.02
C 0.00 0.03 -0.07
C 0.03 -0.02 0.00
H 0.17 -0.04 -0.12
H -0.07 -0.02 0.02
O -0.14 0.00 -0.11
H 0.02 -0.03 0.24
N 1.16 -1.76 -0.56
H 0.06 -0.01 -0.12
C 0.46 0.66 0.68
N 0.13 0.62 0.71
H 0.01 0.07 0.14
O -0.03 0.01 -0.01
C -0.26 0.01 0.22
N 0.34 0.87 0.60
H -0.04 0.05 0.20
N 0.02 0.68 0.98
C -0.91 -0.08 -0.16
C 0.78 -0.48 0.09
C 0.03 0.00 0.12
C -0.01 -0.17 0.21
C -0.37 0.10 0.12
C 0.13 0.08 -0.05
C -0.03 -0.62 0.05
O -0.06 -0.06 0.00
H -0.03 0.16 0.12
H 0.04 -0.12 0.01
H 0.08 -0.02 0.05
H 0.07 -0.01 -0.05
O 0.51 -1.67 -2.97
H 0.20 0.05 0.05
H -0.04 0.06 -0.09
N 0.89 -0.80 -0.09
N -0.01 -1.11 -0.83
C 0.08 -0.01 -0.15
C -0.30 -0.65 -0.34
C 1.15 -0.42 0.52
N -0.53 -0.17 -0.24

Results
total charge: -1
E_tot: -58118.717 eV
orbital gap (alpha / beta): 0.2367 / 0.2377 hartree
HOMO energy (alpha / beta): -0.199 / -0.199 hartree
relative energy (zero: lowest compared OMol25 entry of this formula, charge and spin): 155.83 kJ/mol
⟨S²⟩: 0.7561
max |F|: 3.44 eV Å⁻¹
2S+1: 2

Atomic partial charges in e from the Mulliken method, atoms 1 to 5: number 1, C, carries -0.706; number 2, H, carries 0.235; number 3, H, carries 0.323; number 4, N, carries -0.550; number 5, H, carries 0.529